{
  "formula": "C15H32O13V",
  "method": "ωB97M-V with the def2-TZVPD basis set",
  "symbols": ["V", "O", "H", "O", "H", "C", "O", "C", "O", "O", "C", "H", "H", "H", "H", "H", "H", "C", "O", "C", "O", "O", "C", "H", "H", "H", "H", "H", "H", "C", "O", "C", "O", "O", "C", "H", "H", "H", "H", "H", "H", "C", "C", "O", "C", "H", "H", "H", "H", "H", "H", "C", "C", "O", "C", "H", "H", "H", "H", "H", "H"],
  "xyz": [[-1.0188, 0.3131, 2.7765], [0.0205, 0.9743, 1.1974], [0.4476, 1.1530, 0.3370], [-2.4020, 1.7241, 2.7823], [-2.9620, 2.4219, 2.3898], [1.0789, -0.2015, -6.8779], [0.3324, 0.2778, -5.7933], [1.0415, 0.6116, -4.6661], [2.2916, 0.4346, -4.5422], [0.1765, 1.2250, -3.8474], [0.6275, 1.5279, -2.5112], [1.5845, 0.6887, -7.2519], [0.4415, -0.7067, -7.6036], [1.8055, -0.9500, -6.5618], [-0.2420, 1.4878, -1.8551], [1.0354, 2.5385, -2.4948], [1.2995, 0.7540, -2.1403], [3.2766, 0.2641, 2.4390], [3.0673, -1.0941, 2.8263], [1.8396, -1.5469, 3.2413], [0.7807, -0.9526, 3.0609], [1.9628, -2.7132, 3.7760], [0.9001, -3.5040, 4.1655], [4.3558, 0.4175, 2.4364], [2.9008, 0.8865, 3.2511], [2.9187, 0.5781, 1.4585], [1.1522, -4.1275, 5.0233], [0.7352, -4.1543, 3.3065], [-0.0366, -2.9754, 4.3427], [-2.5967, 0.3590, -1.1006], [-3.0240, -0.9099, -0.6899], [-2.7186, -1.4751, 0.4959], [-1.9329, -0.9944, 1.3111], [-3.4811, -2.5783, 0.7025], [-3.3287, -3.3296, 1.8919], [-2.3976, 1.0801, -0.3078], [-3.2548, 0.9033, -1.7779], [-1.6739, 0.2740, -1.6744], [-3.4070, -2.6952, 2.7747], [-2.4408, -3.9619, 1.8875], [-4.2271, -3.9370, 2.0017], [3.6137, -3.3647, -0.6217], [2.2377, -3.0478, -0.1562], [1.6032, -3.8700, 0.4984], [1.6515, -1.6770, -0.5089], [3.6724, -4.4532, -0.6182], [4.2645, -2.9060, 0.1227], [3.6546, -2.9770, -1.6396], [0.9863, -1.4252, 0.3170], [1.0293, -1.7141, -1.4031], [2.4014, -0.8881, -0.5678], [-0.7548, 4.2736, 0.6106], [-1.8440, 5.2965, 0.9262], [-1.5622, 6.2916, 1.5010], [-3.2689, 5.0575, 0.5140], [-0.9345, 4.0534, -0.4417], [-0.9398, 3.4599, 1.3119], [0.2217, 4.7130, 0.8143], [-3.6988, 4.0737, 0.7020], [-3.3847, 5.2085, -0.5593], [-3.8767, 5.8084, 1.0188]],
  "atomic_forces_ev_per_a": [[-0.062, 3.196, -5.935], [-0.835, -0.330, 2.532], [-0.785, -0.414, 0.847], [2.120, -2.229, 0.757], [0.574, -0.867, 0.106], [1.168, -0.172, -0.375], [-0.278, 0.288, 2.616], [3.097, -0.510, -1.794], [-4.791, 0.650, 0.257], [0.477, -0.568, 0.475], [-0.152, -0.135, -0.206], [0.217, -0.445, -0.687], [-0.306, 0.560, 0.148], [0.158, 0.195, 0.110], [-0.118, 0.261, -0.321], [0.284, -0.233, 0.076], [0.407, 0.272, -0.274], [0.333, 0.851, 0.747], [-1.928, -1.509, 0.508], [1.692, 0.835, -1.218], [-1.036, 0.602, 0.598], [2.079, 1.217, 0.210], [-1.873, -1.545, -0.569], [-0.030, -0.364, 0.017], [-0.254, 0.283, -0.345], [-0.519, -0.486, 0.171], [0.300, 0.410, -0.049], [-0.257, -0.298, 0.124], [0.241, 0.326, 0.161], [1.682, 1.766, -0.275], [-0.789, -2.033, 1.518], [-1.364, 0.470, -0.350], [-0.084, -0.324, 0.576], [1.243, 1.913, -1.429], [-0.517, -0.191, 1.095], [0.001, -0.454, 0.539], [-0.807, -0.953, 0.101], [0.005, -0.376, 0.146], [0.580, 0.261, -0.029], [0.009, 0.227, -0.071], [0.160, -0.198, -0.575], [-1.026, -0.324, -0.199], [-1.008, -0.682, 0.573], [0.196, 1.207, -0.451], [-0.255, -0.340, 1.054], [0.466, 0.141, 0.051], [0.510, 0.055, -0.463], [0.849, 0.158, 0.104], [-0.173, 0.129, -0.017], [0.262, -0.108, -0.197], [0.135, -0.168, -0.340], [-1.116, 0.800, 0.156], [0.441, -1.364, -0.391], [0.380, 1.949, 1.080], [-0.637, 0.122, -0.210], [0.484, -0.729, 0.010], [0.163, -0.520, -0.468], [-0.130, -0.046, -0.208], [0.299, -0.211, 0.180], [0.129, 0.075, -0.140], [-0.010, -0.089, -0.056]],
  "lowdin_spin": [2.005, -0.017, -0.001, -0.035, 0.001, 0.000, 0.000, 0.000, 0.000, 0.000, 0.000, 0.000, 0.000, 0.000, 0.000, 0.000, 0.000, 0.000, 0.002, 0.003, 0.016, 0.003, 0.000, 0.000, 0.000, 0.000, 0.000, 0.000, 0.000, 0.000, 0.003, 0.004, 0.017, 0.002, 0.000, 0.000, 0.000, 0.000, 0.000, 0.000, 0.000, 0.000, 0.000, 0.000, 0.000, 0.000, 0.000, 0.000, 0.000, 0.000, 0.000, -0.001, 0.000, 0.000, 0.000, 0.000, -0.001, 0.000, 0.000, 0.000, 0.000],
  "de_lowest_kj_mol": 223.98,
  "spin_multiplicity": 3,
  "total_energy_ev": -68370.50927,
  "homo_lumo_gap_ev": [5.96, 7.00],
  "total_charge": 1,
  "e_homo_ev": [-11.593, -11.594]
}

---

{
  "formula": "C2H2FIO3",
  "method": "ωB97M-V with the def2-TZVPD basis set",
  "symbols": ["O", "C", "F", "O", "C", "O", "I", "H", "H"],
  "xyz": [[-1.4836, 0.7078, 1.2979], [-1.2834, 0.6512, 0.1315], [-2.2030, 1.1768, -0.8187], [-0.4738, -0.0398, -0.6839], [0.5003, -0.4795, 0.1955], [1.6013, 0.3497, 0.3835], [1.5050, -2.4428, -1.1978], [0.0136, -0.8275, 1.0839], [1.8236, 0.9040, -0.3919]],
  "atomic_forces_ev_per_a": [[0.991, 0.197, -1.282], [-4.683, 0.763, -2.488], [1.333, -0.223, 2.004], [0.880, 0.969, 1.695], [4.074, -1.266, -2.139], [-1.993, -0.701, 0.111], [-1.027, 1.510, 1.331], [0.816, -0.561, 0.613], [-0.390, -0.688, 0.155]],
  "lowdin_charge": [0.213, -0.474, 0.071, 0.031, -0.473, -0.005, 0.385, 0.117, 0.136],
  "de_lowest_kj_mol": 134.38,
  "total_energy_ev": -19065.51402,
  "homo_lumo_gap_ev": 8.38,
  "smiles": "O=C(F)O[C@H](O)I",
  "e_homo_ev": -9.598
}

---

Repeat the second record exactly.
{
  "formula": "C2H2FIO3",
  "method": "ωB97M-V with the def2-TZVPD basis set",
  "symbols": ["O", "C", "F", "O", "C", "O", "I", "H", "H"],
  "xyz": [[-1.4836, 0.7078, 1.2979], [-1.2834, 0.6512, 0.1315], [-2.2030, 1.1768, -0.8187], [-0.4738, -0.0398, -0.6839], [0.5003, -0.4795, 0.1955], [1.6013, 0.3497, 0.3835], [1.5050, -2.4428, -1.1978], [0.0136, -0.8275, 1.0839], [1.8236, 0.9040, -0.3919]],
  "atomic_forces_ev_per_a": [[0.991, 0.197, -1.282], [-4.683, 0.763, -2.488], [1.333, -0.223, 2.004], [0.880, 0.969, 1.695], [4.074, -1.266, -2.139], [-1.993, -0.701, 0.111], [-1.027, 1.510, 1.331], [0.816, -0.561, 0.613], [-0.390, -0.688, 0.155]],
  "lowdin_charge": [0.213, -0.474, 0.071, 0.031, -0.473, -0.005, 0.385, 0.117, 0.136],
  "de_lowest_kj_mol": 134.38,
  "total_energy_ev": -19065.51402,
  "homo_lumo_gap_ev": 8.38,
  "smiles": "O=C(F)O[C@H](O)I",
  "e_homo_ev": -9.598
}